Entry 1:
The following is a DFT calculation (the ωB97M-V functional and the def2-TZVPD basis) of 4 unconnected molecules or ions with the total composition C28H54ClF2N3O5PS.

Results
LUMO ... -5.82 eV
Net charge ... +1
Spin multiplicity ... 1
HOMO ... -12.414 eV

Geometry as XYZ:
```
95
C28H54ClF2N3O5PS (the ωB97M-V functional and the def2-TZVPD basis)
O -5.0906 4.0048 0.7043
C -5.8691 3.2548 1.1226
F -7.0555 3.6125 1.5068
N -5.6859 1.8461 1.2788
C -4.5131 1.4846 1.9088
O -4.0356 2.1091 2.8080
C -3.8704 0.1791 1.4895
C -4.5605 -1.0081 1.7606
F -5.7311 -0.9437 2.3485
N -4.1047 -2.1869 1.4612
N -2.9218 -2.2110 0.9056
Cl -2.3607 -3.7987 0.5900
C -2.1447 -1.1823 0.5745
C -0.8103 -1.4408 -0.0881
O -0.9508 -2.0593 -1.3292
C -1.2447 -1.1912 -2.3906
O -0.0662 -0.6088 -2.8229
C -0.0776 -0.2275 -4.1836
C -0.8479 1.0627 -4.4352
O -2.1893 0.8503 -4.8497
C -2.6369 0.1152 0.8842
P -1.7111 1.6590 0.4751
S -2.3390 2.4561 -1.1576
H -5.8630 1.3341 0.4215
H -0.2420 -0.5250 -0.1394
H -0.2761 -2.1291 0.5600
H -1.6802 -1.8045 -3.1792
H -1.9952 -0.4423 -2.1125
H 0.9446 -0.0726 -4.5002
H -0.4817 -1.0170 -4.8233
H -0.8630 1.5872 -3.4826
H -0.3239 1.7060 -5.1330
H -2.3593 -0.0904 -4.9138
H -0.3408 1.3714 0.5535
H -1.9507 2.5030 1.5631
C -0.2300 -0.1490 -8.5190
C 1.2835 -0.3448 -8.5261
C 2.0468 0.8188 -7.8950
C 1.8721 2.1639 -8.6010
C 2.2713 2.1712 -10.0758
C 3.7462 1.8529 -10.3064
H -0.5296 0.7259 -9.0960
H -0.7332 -1.0143 -8.9523
H -0.6025 -0.0221 -7.4983
H 1.6265 -0.5130 -9.5493
H 1.5245 -1.2562 -7.9715
H 3.1087 0.5630 -7.8517
H 1.7238 0.9312 -6.8526
H 2.4658 2.9143 -8.0699
H 0.8318 2.4910 -8.5147
H 2.0555 3.1603 -10.4859
H 1.6522 1.4665 -10.6372
H 4.3838 2.5711 -9.7874
H 3.9882 1.8985 -11.3684
H 4.0049 0.8528 -9.9557
C 0.6580 -2.7120 7.0178
C 1.2672 -3.7436 6.0710
C 1.2287 -3.3261 4.6010
C -0.1772 -3.1250 4.0383
C -1.1011 -4.3349 4.1545
C -0.6261 -5.5651 3.3859
H -0.4000 -2.5420 6.8081
H 0.7343 -3.0473 8.0519
H 1.1770 -1.7560 6.9389
H 0.7614 -4.7034 6.2037
H 2.3092 -3.9087 6.3518
H 1.7604 -4.0731 4.0057
H 1.7888 -2.3928 4.4782
H -0.0907 -2.8408 2.9787
H -0.6515 -2.2764 4.5395
H -2.0899 -4.0499 3.7770
H -1.2413 -4.5939 5.2055
H -0.5257 -5.3444 2.3195
H -1.3498 -6.3735 3.4920
H 0.3325 -5.9405 3.7421
C 3.7709 4.2131 6.0384
C 2.5101 3.5056 6.5277
C 2.6260 1.9819 6.5195
C 2.8524 1.3610 5.1409
C 1.7819 1.6904 4.1032
C 0.3890 1.1889 4.4829
H 4.0037 3.9584 5.0033
H 3.6493 5.2952 6.0886
H 4.6302 3.9444 6.6551
H 1.6538 3.8242 5.9261
H 2.2993 3.8282 7.5496
H 1.7250 1.5553 6.9708
H 3.4534 1.6855 7.1704
H 2.9114 0.2746 5.2542
H 3.8251 1.6719 4.7524
H 2.0763 1.2363 3.1512
H 1.7448 2.7688 3.9291
H 0.3904 0.1060 4.6225
H -0.3259 1.4297 3.6909
H 0.0271 1.6517 5.4006
```

=====

Entry 2:
The following is a DFT calculation (the ωB97M-V functional and the def2-TZVPD basis) of 3 unconnected molecules or ions with the total composition C28H54ClF6N3O8P3S2.

Results
LUMO ... -2.67 eV
Net charge ... +1
Spin multiplicity ... 1
HOMO ... -10.044 eV

Geometry as XYZ:
```
105
C28H54ClF6N3O8P3S2 (the ωB97M-V functional and the def2-TZVPD basis)
C 0.9827 -2.7027 -4.4557
C 0.0876 -2.3500 -3.2662
P 0.8834 -1.1470 -2.1547
C 2.7016 -1.3015 -2.0112
C 3.4549 -0.9382 -3.3109
C -0.1236 -0.5825 -0.6528
C -1.5421 -0.7749 -1.2844
C -2.8561 -0.2531 -0.6430
C -3.9730 -1.3137 -0.6249
C -5.3032 -0.7023 -1.0030
F -5.6436 0.2880 -0.1387
F -5.2359 -0.1634 -2.2539
C -6.4614 -1.7224 -1.0236
F -6.0825 -2.8293 -1.6622
F -7.5205 -1.2261 -1.6389
F -6.8076 -2.0532 0.2177
C 0.3221 0.9042 -0.2210
S -0.9168 2.2244 -0.6417
C 1.6057 1.4419 -0.8813
O 1.6368 2.8384 -1.0253
C 2.0978 3.2668 -2.2983
O 2.4398 4.6016 -2.2444
C 1.3877 5.4640 -1.8051
C 1.5771 5.8805 -0.3592
O 2.3581 7.0686 -0.3010
C 0.2820 0.7768 1.3238
C 0.8305 1.7828 2.3648
C 1.4734 3.0760 1.9117
O 2.8286 2.8449 1.4599
C 3.7863 3.3929 2.2602
O 4.0660 4.5453 2.2360
N 0.8694 -0.6052 1.5986
P 2.6901 -0.6991 1.7358
S 3.1786 -1.2938 3.4973
C 0.0777 -1.5119 0.6716
C 0.7832 -2.8444 0.3724
C 1.0724 -3.8131 1.4931
F -0.0002 -3.4709 -0.5943
P -1.5519 -1.7262 1.6925
O -1.9430 -3.1728 1.0952
Cl -0.7962 -2.2014 3.5734
H 0.4495 -3.4096 -5.0834
H 1.1822 -1.8215 -5.0617
H 1.9390 -3.1143 -4.1506
H -0.8149 -1.8992 -3.6677
H -0.2274 -3.2834 -2.8005
H 3.0937 -0.6646 -1.2292
H 3.0055 -2.3144 -1.7267
H 2.8100 -0.3787 -3.9818
H 4.3054 -0.3042 -3.0740
H 3.8278 -1.8251 -3.8092
H -1.4697 -0.2906 -2.2534
H -1.6595 -1.8470 -1.4200
H -2.7519 0.1119 0.3690
H -3.2220 0.5707 -1.2454
H -4.0976 -1.7378 0.3696
H -3.7816 -2.1175 -1.3300
H -1.8745 1.8713 0.2127
H 2.4973 1.1503 -0.3267
H 1.6781 0.9946 -1.8677
H 3.0013 2.7263 -2.5862
H 1.3126 3.0941 -3.0474
H 1.4597 6.3631 -2.4124
H 0.4151 5.0000 -1.9720
H 0.6155 6.0487 0.1281
H 2.1182 5.0806 0.1392
H 3.1338 6.9019 0.2397
H -0.7878 0.7100 1.4950
H 1.5391 1.3136 3.0499
H -0.0111 2.0536 3.0009
H 0.9125 3.5914 1.1434
H 1.5179 3.7434 2.7718
H 4.2758 2.6629 2.9121
H 0.6828 -0.7522 2.6045
H 3.1101 -1.5279 0.6998
H 3.1022 0.6061 1.4716
H 1.7378 -2.6521 -0.1183
H 1.5154 -3.3394 2.3636
H 1.7534 -4.5823 1.1463
H 0.1693 -4.3178 1.8184
H -2.7452 -3.4769 1.5455
C 2.3496 -6.9357 3.2774
O 2.7798 -6.1008 2.4976
N 2.7592 -7.0660 4.5459
C 2.2196 -8.0796 5.4337
C 3.7836 -6.1594 5.0410
H 1.5760 -7.6663 2.9904
H 1.7514 -7.6161 6.3033
H 3.0110 -8.7474 5.7763
H 1.4723 -8.6675 4.9060
H 3.4422 -5.1261 4.9713
H 4.6930 -6.2543 4.4484
H 4.0006 -6.3996 6.0778
C -3.5912 4.8452 -0.8893
O -3.6951 3.6579 -0.6226
N -4.4170 5.5117 -1.7034
C -4.2500 6.9255 -1.9859
C -5.5184 4.7867 -2.3205
H -2.7907 5.4774 -0.4686
H -5.1327 7.4841 -1.6722
H -4.0952 7.0853 -3.0538
H -3.3861 7.3076 -1.4467
H -6.1700 4.3647 -1.5562
H -5.1385 3.9671 -2.9299
H -6.0872 5.4692 -2.9452
```

=====

In order of appearance, max |F| = 0.0339; 0.0570 hartree/bohr.